Computed, not measured: C5H9N in the gas phase at a distorted geometry, with ωB97M-V/def2-TZVPD.

XYZ file:
```
15
Properties=species:S:1:pos:R:3:nbo_charge:R:1
C 1.09 0.69 0.72 -0.2101
N -0.93 -0.53 0.39 -0.6123
H -0.75 -0.76 1.34 0.3849
C -0.06 0.39 -0.17 0.1529
H -1.08 1.02 -1.99 0.2017
H 2.69 -0.50 0.03 0.1983
H 2.95 0.45 1.60 0.2002
H -1.32 -1.68 -1.30 0.2019
H 0.26 2.06 -1.36 0.2045
C 2.28 0.13 0.82 -0.3701
H -1.73 -2.40 0.19 0.1988
C -0.29 1.13 -1.26 -0.5307
C -1.78 -1.45 -0.34 -0.4069
H -2.82 -1.15 -0.43 0.1887
H 0.84 1.44 1.47 0.1983
```

## Properties
- HOMO-LUMO gap: 8.860 eV
- HOMO: -7.81 eV
- 2S+1: 1



Computed, not measured: a molecular structure, C11H16Cl3IrNO2 at a distorted geometry, with ωB97M-V/def2-TZVPD.

XYZ file:
```
34
Properties=species:S:1:pos:R:3:nbo_charge:R:1
C -0.61 0.66 -0.39 -0.1684
C 0.63 -2.68 -1.60 -0.6364
C -2.14 -1.30 -1.27 -0.6390
C -0.90 -0.22 4.23 0.7881
H -2.87 -0.49 -1.33 0.2241
H 1.67 -3.00 -1.50 0.2033
C -1.56 1.76 -0.66 -0.6356
H 2.44 2.24 -0.80 0.1739
Cl -0.93 -2.84 1.98 -0.5092
H -1.29 2.65 -0.11 0.1904
O 0.60 3.50 2.42 -0.9588
H 0.73 3.02 -0.40 0.1628
H 0.41 3.73 1.48 0.4611
Ir -0.70 -0.74 1.24 1.1847
H -1.51 2.06 -1.70 0.1775
H -1.93 -1.71 -2.26 0.1842
C 0.45 -1.33 -1.02 -0.1089
C 1.37 2.17 -0.56 -0.5329
H 3.42 0.38 -0.95 0.2155
H -2.51 -2.06 -0.56 0.2331
H -2.58 1.50 -0.39 0.2458
C 2.85 -0.52 -1.26 -0.6487
H 2.91 -0.59 -2.37 0.1864
O -1.01 -0.32 5.42 -0.6676
H 0.12 2.65 2.50 0.4930
H 3.31 -1.43 -0.82 0.2157
N -0.74 -0.11 3.06 -0.7923
Cl 1.54 -0.86 2.06 -0.6182
H 0.37 -2.67 -2.67 0.1750
C 0.82 0.92 -0.57 -0.1193
C 1.44 -0.36 -0.88 0.0956
C -0.86 -0.75 -0.77 -0.1643
Cl -2.92 0.10 1.53 -0.6367
H -0.01 -3.37 -1.06 0.2263
```

## Properties
- Net charge: -2
- HOMO-LUMO gap (alpha / beta): 3.654 / 6.410 eV
- HOMO (alpha / beta): 1.56 / -1.50 eV
- 2S+1: 6



Computed, not measured: a gas-phase ion, C4H4NO (charge +1) at a distorted geometry, with ωB97M-V/def2-TZVPD.

XYZ file:
```
10
Properties=species:S:1:pos:R:3:nbo_charge:R:1
C -0.95 0.53 1.25 -0.1046
O -0.04 -1.51 0.72 -0.3853
C 0.13 -0.90 -0.52 0.0727
H 0.10 2.34 0.67 0.2858
C -0.07 1.29 0.47 0.2005
H 1.01 -1.29 -0.98 0.2334
H 0.92 0.82 -1.31 0.4667
H -0.63 -1.13 -1.22 0.2100
C -0.72 -0.68 1.48 0.4920
N 0.25 0.53 -0.55 -0.4714
```

## Properties
- Net charge: +1
- HOMO-LUMO gap (alpha / beta): 8.887 / 8.889 eV
- HOMO (alpha / beta): -15.44 / -15.44 eV
- 2S+1: 1



Computed, not measured: C4H6F3N3O2 in the gas phase at a distorted geometry, with ωB97M-V/def2-TZVPD.

XYZ file:
```
18
Properties=species:S:1:pos:R:3:nbo_charge:R:1
H 1.12 -1.35 0.66 0.4193
H 3.62 1.19 -0.41 0.2603
C -0.68 -0.44 0.32 0.5517
N -1.25 -1.96 -0.01 -0.2891
H 3.09 1.48 1.29 0.2529
H 3.27 -0.22 0.77 0.2072
N -2.76 -0.40 -0.88 -0.3792
H -3.59 0.12 -0.56 0.3827
F -1.91 1.54 0.09 -0.3000
F -1.00 -0.17 1.58 -0.3101
O 1.01 1.76 -0.22 -0.5866
C 1.53 0.73 0.15 0.6763
H -0.94 -2.12 -1.02 0.3355
C -1.62 0.42 -0.57 0.7091
N 0.80 -0.44 0.25 -0.6720
O -2.59 -1.68 -0.09 -0.2420
C 2.99 0.77 0.42 -0.7046
F -1.09 0.76 -1.76 -0.3112
```

## Properties
- HOMO-LUMO gap: 10.826 eV
- HOMO: -10.14 eV
- 2S+1: 1



Computed, not measured: a molecular structure, C25H49N2O11SSbSi3Sr, with ωB97M-V/def2-TZVPD.

XYZ file:
```
93
Properties=species:S:1:pos:R:3:lowdin_charge:R:1
H -3.85 0.48 3.26 0.0113
O -2.53 2.07 -1.97 -0.4964
H -1.64 -5.09 0.45 0.0202
C 5.98 2.99 3.41 -0.1951
C 3.93 -0.71 1.18 -0.1118
H -0.38 -2.03 3.03 0.0133
H -4.29 -2.77 -1.97 0.0091
C 3.94 -0.83 -1.34 -0.1038
C -3.06 -0.25 3.47 -0.2329
C -4.71 0.67 -2.44 -0.1957
H -0.35 2.13 1.77 0.0077
H 0.78 -0.19 -5.06 0.0921
S -1.25 2.85 -1.74 0.2402
O -1.54 4.24 -1.48 -0.3374
O -0.55 2.19 -0.59 -0.5728
H -4.22 1.20 -3.25 0.0147
H 0.10 -0.65 4.03 0.0213
C 2.28 -1.94 -0.05 -0.2496
O 2.32 -3.62 -3.01 -0.0203
Sb -1.86 -0.54 -0.14 0.9815
C -4.14 -3.42 1.23 -0.2366
C 3.91 0.01 -2.64 -0.6558
H 5.29 1.51 2.01 0.1103
C 3.19 -2.08 1.19 -0.0940
Si -3.88 0.96 -0.75 0.2817
H -3.48 -1.25 3.34 0.0004
C 2.18 -2.49 -2.51 -0.6461
O -1.32 -0.40 -3.47 -0.0578
C -0.13 0.33 -5.36 -0.0056
H -3.38 3.31 0.03 0.0096
H -4.33 -4.50 1.12 0.0177
H 6.11 4.08 3.45 0.1241
H 1.34 -2.48 0.00 0.1420
H -4.20 2.34 1.30 0.0099
C -2.34 -1.01 -5.51 -0.0090
H -6.21 0.37 0.11 0.0134
Sr 0.68 0.62 -2.07 1.4282
H 6.95 2.51 3.51 0.1231
C 3.42 3.44 0.90 -0.2837
H -0.08 1.35 -4.97 0.0790
Si -2.78 -2.91 0.02 0.2789
H 3.36 2.76 5.34 0.1245
C 3.16 2.77 3.20 -0.1208
H -1.93 -1.96 -5.88 0.0927
O 5.19 2.56 4.51 -0.1350
C 5.34 2.60 2.09 -0.1227
C -1.28 -0.35 -4.67 -0.4740
H -5.12 2.96 -0.06 0.0286
H 3.87 -2.93 1.07 0.1090
H -0.71 2.04 3.52 0.0187
H 5.01 -0.80 1.18 0.1075
N 4.00 3.18 2.07 -0.1042
H -2.61 -3.10 -2.44 0.0228
H 3.41 0.99 -0.19 0.1275
H 2.62 -2.22 2.10 0.0948
H -5.01 -0.18 1.29 -0.0055
H 3.97 4.23 4.55 0.1248
H -0.58 -3.97 -0.41 0.0228
O 1.31 -1.62 -2.82 -0.1709
C -1.10 1.85 2.52 -0.2221
N 2.89 3.64 -0.11 0.2067
H -3.22 -1.22 -4.90 0.0741
H -3.83 -3.24 2.26 0.0060
H -2.76 -0.13 4.51 0.0188
C 3.89 3.14 4.47 -0.1906
H -2.61 -0.40 -6.37 0.0767
H 0.73 -0.81 2.38 0.0030
C -3.39 -3.34 -1.72 -0.2353
H 3.62 -0.11 2.04 0.0848
H -5.07 -2.89 1.05 0.0042
H -1.96 2.51 2.35 0.0205
C -0.15 -0.96 3.01 -0.2337
H -4.70 -0.41 -2.65 0.0076
H -0.22 0.34 -6.44 0.0755
C -4.14 2.56 0.23 -0.1870
Si -1.58 0.05 2.32 0.2950
O 4.83 -0.18 -3.44 -0.0113
H 5.91 2.99 1.25 0.1367
H -5.29 -1.11 -0.19 -0.0162
C -1.32 -4.05 0.39 -0.2417
H -5.76 0.98 -2.36 0.0222
H -3.63 -4.41 -1.81 0.0207
O 2.01 -0.52 -0.06 -0.1709
C -5.22 -0.09 0.22 -0.2877
O 2.96 0.85 -2.74 -0.2021
H 2.98 1.69 3.17 0.1203
O -0.40 2.64 -2.94 -0.4904
H 3.77 -3.01 -1.20 0.1361
C 3.38 -0.09 -0.12 -0.2622
H -0.83 -3.78 1.33 0.0061
H 5.00 -1.08 -1.18 0.1391
C 3.11 -2.16 -1.32 -0.1048
H 2.20 3.28 3.14 0.1359
```

## Properties
- Net charge: -2
- HOMO-LUMO gap: 6.285 eV
- HOMO: -2.54 eV
- 2S+1: 1



Computed, not measured: 2 unconnected molecules or ions with the total composition C4H8O2 at a distorted geometry, with ωB97M-V/def2-TZVPD.

XYZ file:
```
14
Properties=species:S:1:pos:R:3:nbo_charge:R:1
H -2.63 -0.91 -0.03 0.1807
O 0.61 1.84 0.33 -0.4835
C -0.56 -0.99 -0.68 -0.6702
H -0.37 -1.95 -0.16 0.2080
H 0.39 -0.41 -1.00 0.2197
C 2.47 0.37 -0.31 -0.7782
H -0.86 -1.20 -1.69 0.2154
H 2.73 -0.55 0.14 0.2616
C -1.72 -0.29 0.03 -0.0631
O -2.01 0.94 -0.59 -0.7246
C 1.39 1.02 0.04 0.7322
H -1.51 -0.18 1.10 0.1501
H 3.27 0.74 -0.92 0.2767
H -1.26 1.52 -0.41 0.4752
```

## Properties
- HOMO-LUMO gap: 10.053 eV
- HOMO: -9.63 eV
- 2S+1: 1



Computed, not measured: a gas-phase ion, C5H8N (charge +1) at a distorted geometry, with ωB97M-V/def2-TZVPD.

XYZ file:
```
14
Properties=species:S:1:pos:R:3:nbo_charge:R:1
C -2.15 0.50 0.17 -0.4003
N -0.75 1.08 0.20 -0.4837
H 0.73 -0.42 -1.57 0.2299
H -2.80 0.93 0.82 0.2469
H -1.93 -0.52 0.38 0.2220
C -0.04 1.34 1.45 0.3883
H 2.81 -1.70 -1.42 0.2612
C 1.24 -0.48 -0.64 -0.2454
H 2.75 -1.43 0.56 0.2349
H 0.23 -0.46 1.45 0.3276
H -0.32 1.70 -0.57 0.4695
H -2.56 0.41 -0.90 0.2542
C 2.37 -1.22 -0.44 -0.2662
C 0.43 0.26 0.51 -0.2389
```

## Properties
- Net charge: +1
- HOMO-LUMO gap: 8.895 eV
- HOMO: -14.73 eV
- 2S+1: 1



Computed, not measured: 2 unconnected molecules or ions with the total composition C5H10F2O2 at a distorted geometry, with ωB97M-V/def2-TZVPD.

XYZ file:
```
19
Properties=species:S:1:pos:R:3:nbo_charge:R:1
O 2.55 0.10 1.17 -0.7339
F 2.31 -1.08 -0.69 -0.3583
H 1.62 -0.17 1.31 0.5060
O -0.02 -0.41 1.29 -0.6068
H -2.37 0.13 -0.83 0.2176
C -1.29 0.55 -0.49 -0.5241
C -0.68 -0.58 0.30 0.6587
H 3.92 0.04 -0.24 0.1244
C -1.60 1.77 0.37 -0.6174
H -2.03 -2.15 -0.10 0.2329
H -0.54 0.72 -1.37 0.2579
H -2.05 2.46 -0.28 0.2105
C -0.95 -1.99 -0.32 -0.7161
C 2.85 0.06 -0.18 0.7799
H -0.28 -2.65 0.21 0.2374
H -0.74 -1.84 -1.36 0.2322
H -2.39 1.66 1.14 0.2177
F 2.28 1.12 -0.77 -0.3449
H -0.61 2.27 0.85 0.2265
```

## Properties
- HOMO-LUMO gap: 10.828 eV
- HOMO: -9.98 eV
- 2S+1: 1



Computed, not measured: C16H14F3N3O2S in the gas phase at a distorted geometry, with ωB97M-V/def2-TZVPD.

XYZ file:
```
39
Properties=species:S:1:pos:R:3:nbo_charge:R:1
F -1.34 1.78 -1.47 -0.3143
C -0.37 -3.62 2.52 -0.2216
C -0.56 -2.09 2.62 -0.2131
C 0.45 3.21 -0.91 -0.1362
O 0.97 0.60 -2.99 -0.9100
O 2.86 -0.01 -1.61 -0.9195
H -1.57 -1.88 3.00 0.2194
C 2.58 2.50 0.09 -0.1853
F -0.42 2.99 -3.15 -0.3031
H 3.48 3.83 1.39 0.2214
H 0.14 -1.68 3.30 0.2149
N -2.47 -2.46 0.23 -0.4448
N -0.42 -1.53 1.27 -0.3593
H 1.26 -3.38 1.23 0.3626
H -0.20 5.22 -0.32 0.2344
F -1.66 3.93 -1.62 -0.3240
C -2.71 -1.92 -2.13 -0.2727
C 1.63 4.63 0.68 -0.2030
S 1.49 0.59 -1.62 2.0889
C 0.42 -0.50 -0.54 -0.3555
H 1.76 5.55 1.20 0.2242
C 1.49 2.22 -0.76 -0.2590
C -0.76 2.95 -1.83 0.9798
H -1.09 -4.02 1.80 0.1911
C -0.81 -1.17 -0.91 -0.1338
C -1.48 -1.23 -2.12 -0.1130
H -1.09 -0.85 -3.02 0.2410
C 2.60 3.65 0.81 -0.1986
C 0.57 4.42 -0.20 -0.1231
H -0.53 -4.08 3.52 0.1943
H -4.05 -3.11 -1.02 0.1951
N 0.97 -3.91 2.05 -0.8601
H 3.37 1.76 0.19 0.2516
C 0.64 -0.78 0.80 0.0226
C -1.35 -1.76 0.22 0.3400
C -3.11 -2.56 -0.96 0.0369
H 1.48 -0.42 1.42 0.2409
H -3.30 -1.97 -3.04 0.2238
H 1.12 -4.89 1.88 0.3669
```

## Properties
- HOMO-LUMO gap: 8.484 eV
- HOMO: -8.66 eV
- 2S+1: 1



Computed, not measured: a molecular structure, C33H33N7O4SSeTeZr, with ωB97M-V/def2-TZVPD.

XYZ file:
```
81
Properties=species:S:1:pos:R:3:lowdin_charge:R:1
Te -0.90 1.42 2.94 1.4654
C -0.41 -4.31 -3.45 -0.0193
H 1.77 0.87 -4.10 0.1162
S -0.02 -2.30 2.28 0.3066
H 0.31 -5.85 -4.74 0.1004
H 2.66 2.42 -0.24 0.1238
N 1.47 -2.47 -0.87 -0.0890
H -2.98 0.23 1.01 0.0707
H 3.11 4.57 3.85 0.1030
H 1.65 -1.12 -2.78 0.0707
H -4.73 -2.54 -2.60 0.1163
H -5.27 3.43 4.82 0.1033
N -2.55 -1.07 -0.51 -0.0035
C 2.37 1.48 -2.15 -0.1738
C -4.43 3.67 1.55 -0.0777
C 1.84 -5.12 -3.40 -0.0635
C 2.75 -2.61 -0.24 -0.3225
C -3.22 2.99 1.58 -0.1651
H 2.72 2.42 -2.59 0.1211
H 2.66 6.15 2.00 0.1015
N -0.89 0.87 -1.05 -0.0790
H -6.11 4.36 2.68 0.1023
H 2.60 -5.79 -3.79 0.1083
C 1.41 3.34 3.43 -0.1518
H 4.35 -4.44 2.11 0.1086
C 1.34 0.89 -3.09 -0.2363
H 5.86 -1.26 -0.31 0.1016
N 0.89 -0.46 -2.69 -0.0158
C -5.17 3.83 2.71 -0.0862
C 2.19 -4.26 -2.39 0.0022
H 0.18 -0.77 -3.34 0.0881
C 0.30 3.14 2.60 -0.5244
C -4.70 3.31 3.91 -0.0869
H -0.77 3.87 0.87 0.0657
N -0.98 -2.57 -1.82 -0.0279
H 1.25 1.01 0.99 0.0293
O 1.01 -1.38 1.59 -0.5082
C -2.74 2.48 2.78 -0.5223
H 3.66 -1.08 -1.41 0.0842
H -2.69 2.86 0.65 0.0246
H 2.13 -4.21 1.03 0.1025
C -3.49 2.64 3.95 -0.1464
C -3.41 -0.35 0.21 -0.1099
O 0.25 -3.68 1.97 -0.3004
H 3.19 -4.26 -1.99 0.1132
N 1.57 0.64 0.09 -0.0565
C 5.05 -1.90 -0.01 -0.0812
C 0.07 4.01 1.55 -0.1387
C 4.20 -3.69 1.34 -0.0566
H 3.25 0.83 -2.10 0.0940
C 2.96 -3.58 0.74 -0.0256
C -1.39 1.84 -1.48 -0.9357
C -5.28 -1.12 -1.06 -0.0387
H -4.78 4.07 0.60 0.1057
H -6.34 -1.13 -1.27 0.1139
Se -2.06 3.33 -2.15 0.5796
C -3.05 -1.83 -1.48 -0.3026
H -1.42 -4.31 -3.82 0.1051
O -1.24 -1.83 1.45 -0.5064
H 1.60 2.67 4.25 0.0914
H -3.12 2.25 4.88 0.0863
C -4.77 -0.34 -0.03 -0.0191
C 2.00 5.30 2.17 -0.0910
C 1.90 1.82 -0.75 -0.2232
C 0.54 -5.16 -3.94 -0.0881
C 2.26 4.42 3.20 -0.0904
C 3.80 -1.79 -0.62 -0.0547
H 1.00 2.44 -0.81 0.0843
C -4.40 -1.89 -1.80 0.0119
N -2.18 -2.64 -2.21 0.1141
O -0.17 -1.96 3.66 -0.3060
H 0.46 1.54 -3.14 0.0795
C -0.07 -3.41 -2.42 -0.2273
H 6.21 -2.95 1.46 0.1003
C 5.25 -2.86 0.98 -0.0901
H 0.70 5.78 0.53 0.1075
C 0.91 5.10 1.34 -0.0817
Zr -0.11 -1.04 -0.19 1.7776
C 1.22 -3.36 -1.85 -0.2536
H -5.41 0.28 0.58 0.1142
H 2.41 0.11 0.33 0.0820
```

## Properties
- HOMO-LUMO gap: 6.139 eV
- HOMO: -7.88 eV
- 2S+1: 1



Computed, not measured: C3H4ClNOS in the gas phase at a distorted geometry, with ωB97M-V/def2-TZVPD.

XYZ file:
```
11
Properties=species:S:1:pos:R:3:nbo_charge:R:1
N -1.87 0.05 2.14 -0.7743
C 0.02 -0.77 -0.95 0.3886
H -0.82 0.34 2.74 0.3881
H -2.36 -0.59 2.92 0.4029
H 1.29 1.38 -1.35 0.1411
O -0.16 -2.08 -1.31 -0.5865
H -2.14 -1.35 0.65 0.2470
Cl 0.57 1.26 1.17 0.0011
C -1.52 -0.47 0.99 0.0636
C -0.45 0.06 0.32 -0.2633
S 1.28 0.13 -1.97 -0.0085
```

## Properties
- HOMO-LUMO gap: 9.014 eV
- HOMO: -9.14 eV
- 2S+1: 1



Computed, not measured: 3 unconnected molecules or ions with the total composition C3H11NO3 at a distorted geometry, with ωB97M-V/def2-TZVPD.

XYZ file:
```
18
Properties=species:S:1:pos:R:3:nbo_charge:R:1
O 0.69 -2.61 1.78 -0.9226
H 0.73 -1.75 1.36 0.4333
C 0.53 -0.99 -1.73 -0.4984
H 0.61 1.69 -2.07 0.2507
H 0.87 -2.00 -1.49 0.2885
H 1.06 -2.46 2.66 0.4938
N -0.35 -0.47 -0.73 -0.1754
H 0.00 -0.95 -2.70 0.3046
C -0.46 0.95 -0.39 0.6464
H 1.48 -0.46 -1.70 0.2648
H -1.17 -0.94 -0.31 0.4555
H -1.01 2.39 -2.07 0.3114
H -1.11 1.16 2.93 0.4735
H -0.44 -0.16 2.68 0.4461
O -0.93 1.12 0.70 -0.3971
C -0.11 2.00 -1.37 -0.7637
O -0.48 0.55 3.32 -0.9085
H 0.10 2.92 -0.85 0.2974
```

## Properties
- Net charge: +1
- HOMO-LUMO gap (alpha / beta): 9.862 / 5.121 eV
- HOMO (alpha / beta): -14.46 / -14.42 eV
- 2S+1: 2